A | The molecule C5H8N2O3. Source: the Open Molecules 2025 dataset; level of theory: the ωB97M-V functional and the def2-TZVPD basis.

Last column: Mulliken charge in e.
Atoms and positions in Å:
1 H 0.97825 1.14874 -2.84054  0.412
2 N 0.03255 1.63693 -2.20920  -0.644
3 C -0.32226 0.56772 -1.67158  0.551
4 O 0.80252 -0.45073 -2.23437  -0.566
5 C -0.66891 0.26001 -0.24353  0.602
6 N -0.80487 1.05197 0.72351  -0.468
7 C -0.77625 2.48882 0.61145  -0.853
8 O -0.42542 -1.05094 -0.02237  -0.368
9 C 0.15557 -1.40682 1.21464  -0.259
10 C 0.68745 -2.81229 1.09061  -0.034
11 O 1.18983 -3.38482 2.02521  -0.461
12 H 0.51563 -1.29737 -1.86300  0.281
13 H -0.67812 2.91135 1.61991  0.287
14 H 0.07488 2.85875 0.02181  0.330
15 H -1.70810 2.86312 0.16421  0.293
16 H 0.98078 -0.74045 1.50975  0.298
17 H -0.60712 -1.34244 2.00560  0.303
18 H 0.57361 -3.30157 0.09790  0.296

Results
**E_HOMO**: -10.3 eV
**SMILES string**: [H]/N=C(O)/C(=N\C)OCC=O
**HOMO-LUMO gap**: 10.2 eV
**Net charge**: 0


B | C5H8N2O3 as an isolated structure. Source: the Open Molecules 2025 dataset; level of theory: the ωB97M-V functional and the def2-TZVPD basis.

Last column: Mulliken charge in e.
Atoms and positions in Å:
1 C -1.31378 0.07087 0.45848  -0.264
2 C -2.59847 -0.37791 0.59995  -0.425
3 C 2.98158 0.20256 0.50608  0.476
4 C 0.68673 0.35129 -0.88096  0.527
5 C 1.66332 0.77135 0.78206  -0.729
6 N -0.52129 -0.14880 -0.68530  -0.070
7 N -3.16356 -1.34767 -0.25848  -0.546
8 O 3.57114 0.54496 -0.65035  -0.570
9 O 3.62267 -0.45491 1.27975  -0.551
10 O 1.28765 0.36722 -1.87913  -0.598
11 H -0.94122 0.74394 1.13853  0.408
12 H -2.99165 -0.28032 1.54206  0.387
13 H 1.72722 1.83701 0.39223  0.383
14 H 1.16473 0.37962 1.64804  0.476
15 H -0.87034 -0.82432 -1.26476  0.150
16 H -4.12216 -1.12328 0.02312  0.258
17 H -3.04942 -1.28393 -1.27607  0.247
18 H 2.86683 0.57233 -1.47524  0.440

Results
**E_HOMO**: -8.7 eV
**HOMO-LUMO gap**: 9.0 eV
**Net charge**: 0


C | C5H8N2O3 as an isolated structure. Source: the Open Molecules 2025 dataset; level of theory: the ωB97M-V functional and the def2-TZVPD basis.

Last column: Mulliken charge in e.
Atoms and positions in Å:
1 C -2.71585 2.40169 0.06471  -0.041
2 C 1.15263 -0.70012 -0.02162  -1.412
3 C -0.36692 -0.68069 0.07309  -0.460
4 C -0.83982 0.80458 -0.27267  -0.640
5 C -2.10780 1.09971 0.28398  0.217
6 N -3.14424 3.43718 0.01561  -0.350
7 N -3.43666 -1.14349 -0.04575  1.128
8 O -2.79055 -1.38499 0.93696  -0.576
9 O -4.04391 -1.89483 -0.72071  -0.619
10 O -3.38256 0.07280 -0.58320  -0.422
11 H 1.33066 -1.75740 0.22091  0.375
12 H 1.39506 -0.44304 -0.99759  0.356
13 H 1.56946 -0.00189 0.71067  0.368
14 H -0.74011 -0.92048 1.01119  0.524
15 H -0.53617 -1.56929 -0.55809  0.333
16 H -0.70414 1.00959 -1.33169  0.400
17 H -0.16073 1.51434 0.10864  0.441
18 H -2.21942 0.69172 1.32902  0.378

Results
**E_HOMO**: -11.1 eV
**HOMO-LUMO gap**: 10.6 eV
**Net charge**: 0


In order of decreasing stability: B, A, C.


A | A 2-piece molecular cluster, C3H9NS overall. Source: the Open Molecules 2025 dataset; level of theory: the ωB97M-V functional and the def2-TZVPD basis.

Last column: Mulliken spin population.
Atoms and positions in Å:
1 C -1.04169 -2.07094 -0.40141  0.003
2 S -1.99625 -1.48795 1.09287  0.013
3 H -0.93793 -1.30372 -1.17086  -0.002
4 H -1.58225 -2.90514 -0.83552  0.002
5 H -0.07927 -2.26035 0.07431  -0.005
6 C 0.74136 1.57459 0.50084  0.205
7 C 1.54871 0.45093 0.28592  0.432
8 N 0.53482 2.41825 -0.52236  0.304
9 H 0.23596 1.74309 1.44394  0.010
10 H 2.06563 -0.18430 0.99243  0.022
11 H 2.00715 0.36921 -0.70479  0.029
12 H -3.08415 -2.11138 0.61225  0.000
13 H 1.37861 2.41618 -1.09578  -0.004
14 H 0.20929 3.35152 -0.27184  -0.010

Results
**E_HOMO (spin up / spin down)**: -12.2 / -12.1 eV
**2S+1**: 2
**HOMO-LUMO gap (spin up / spin down)**: 7.5 / 4.0 eV
**Net charge**: +1


B | An isolated ion of composition C3H9NS and charge +1. Source: the Open Molecules 2025 dataset; level of theory: the ωB97M-V functional and the def2-TZVPD basis.

Last column: Mulliken spin population.
Atoms and positions in Å:
1 C -0.57753 -0.88228 -1.87230  0.023
2 N -0.35337 -0.82934 -0.44798  0.779
3 C 0.05105 0.43701 0.07608  0.045
4 C 0.12996 0.28540 1.61521  0.007
5 S 0.63582 1.75012 2.45425  0.041
6 H -1.44590 -0.26690 -2.13192  0.022
7 H 0.29300 -0.53298 -2.44167  0.047
8 H -0.82856 -1.89238 -2.17208  0.001
9 H 0.13721 -1.60993 -0.04053  -0.019
10 H -0.69978 1.19365 -0.14979  0.022
11 H 1.00419 0.80456 -0.33185  0.034
12 H 0.87647 -0.48976 1.87121  0.001
13 H -0.83870 -0.03270 1.99302  -0.001
14 H 1.61613 2.06550 1.57834  -0.001

Results
**E_HOMO (spin up / spin down)**: -13.2 / -13.1 eV
**2S+1**: 2
**HOMO-LUMO gap (spin up / spin down)**: 9.9 / 4.6 eV
**Net charge**: +1


In order of decreasing stability: B, A.


A | C3H2O3 as an isolated structure. Source: the Open Molecules 2025 dataset; level of theory: the ωB97M-V functional and the def2-TZVPD basis.

Last column: Mulliken charge in e.
Atoms and positions in Å:
1 O 1.84336 1.35988 -0.64111  -0.262
2 C 1.00429 0.85900 -0.03235  0.236
3 C 0.07053 -0.86661 -0.49849  0.454
4 O 0.69942 -1.66568 -1.10141  -0.393
5 C -1.04621 -0.45564 0.24886  -0.109
6 O -0.83236 0.15536 1.36103  -0.515
7 H 0.19934 0.83756 1.01618  0.331
8 H -1.93837 -0.22387 -0.35271  0.259

Results
**E_HOMO (spin up / spin down)**: -8.8 / -8.8 eV
**HOMO-LUMO gap (spin up / spin down)**: 8.0 / 8.0 eV
**Net charge**: 0


B | The molecule C3H2O3. Source: the Open Molecules 2025 dataset; level of theory: the ωB97M-V functional and the def2-TZVPD basis.

Last column: Mulliken charge in e.
Atoms and positions in Å:
1 O 1.99838 0.11675 1.56822  -0.405
2 C 0.89674 0.52761 1.29033  -0.004
3 C 0.20605 0.09441 0.04112  -0.017
4 O -0.45955 -0.99077 0.05186  -0.189
5 C -0.88043 -0.37672 -1.32214  0.450
6 O -1.95931 0.09959 -1.46312  -0.466
7 H 0.36890 1.30686 1.87599  0.293
8 H -0.17077 -0.77772 -2.04226  0.337

Results
**E_HOMO**: -9.6 eV
**HOMO-LUMO gap**: 9.1 eV
**Net charge**: 0


In order of decreasing stability: A, B.


A | The molecule C5H6ClFO. Source: the Open Molecules 2025 dataset; level of theory: the ωB97M-V functional and the def2-TZVPD basis.

Last column: Mulliken charge in e.
Atoms and positions in Å:
1 F -1.39744 -1.81334 -0.17018  -0.354
2 C -0.72711 -0.64947 -0.10489  0.723
3 C -1.08595 0.34003 -1.16546  -0.594
4 C -0.75313 1.65102 -0.39348  -0.514
5 O -0.46762 1.39931 0.98259  -0.409
6 C -0.45060 0.01651 1.22152  -0.235
7 C 0.65496 -0.80411 0.53292  -0.400
8 Cl 2.02921 -0.06578 -0.30496  -0.206
9 H -0.49579 0.19853 -2.08987  0.219
10 H -2.08753 0.24870 -1.43761  0.382
11 H 0.14775 2.17363 -0.82060  0.273
12 H -1.55449 2.37643 -0.41251  0.331
13 H -0.87954 -0.30218 2.16520  0.367
14 H 0.86193 -1.77526 0.90698  0.418

Results
**E_HOMO**: -9.6 eV
**SMILES string**: F[C@@]12CCO[C@@H]1[C@@H]2Cl
**HOMO-LUMO gap**: 10.5 eV
**Net charge**: 0


B | The molecule C5H6ClFO. Source: the Open Molecules 2025 dataset; level of theory: the ωB97M-V functional and the def2-TZVPD basis.

Last column: Mulliken charge in e.
Atoms and positions in Å:
1 F 2.02004 1.55832 -0.21883  -0.240
2 C 1.55036 0.27587 -0.23455  0.034
3 Cl 2.90224 -0.88661 0.02858  -0.172
4 C 0.44904 0.04979 0.74654  0.009
5 C -0.88792 0.87530 0.48969  -0.443
6 C -1.62480 -0.12901 -0.41719  -0.208
7 C -1.03026 -1.25072 -0.32875  -0.296
8 O 0.03877 -1.32137 0.61458  -0.399
9 H 1.21019 -0.05916 -1.22666  0.276
10 H 0.84312 0.11438 1.83565  0.339
11 H -1.51352 1.23894 1.39099  0.282
12 H -0.60203 1.65291 -0.17787  0.268
13 H -2.29125 -0.03399 -1.39199  0.217
14 H -1.06398 -2.08463 -1.11018  0.332

Results
**E_HOMO**: -9.5 eV
**SMILES string**: F[C@@H](Cl)[C@H]1CC=CO1
**HOMO-LUMO gap**: 10.4 eV
**Net charge**: 0


In order of decreasing stability: A, B.


A | An isolated ion of composition C2H6NO and charge -1. Source: the Open Molecules 2025 dataset; level of theory: the ωB97M-V functional and the def2-TZVPD basis.

Last column: Mulliken charge in e.
Atoms and positions in Å:
1 N 1.16833 0.89677 0.19777  -0.658
2 C -0.24529 0.63389 -0.16120  -0.411
3 C -0.64795 -0.86286 -0.02658  -0.332
4 O -1.84009 -1.20425 -0.48400  -0.851
5 H 1.74498 0.37194 -0.45570  0.239
6 H 1.33630 0.42606 1.08781  0.245
7 H -0.86892 1.25672 0.48358  0.273
8 H -0.38365 0.92107 -1.20197  0.301
9 H 0.22783 -1.38347 -0.51540  0.087
10 H -0.49153 -1.05588 1.07570  0.107

Results
**E_HOMO**: -2.2 eV
**SMILES string**: NCC[O-]
**HOMO-LUMO gap**: 7.1 eV
**Net charge**: -1


B | An isolated ion of composition C2H6NO and charge -1. Source: the Open Molecules 2025 dataset; level of theory: the ωB97M-V functional and the def2-TZVPD basis.

Last column: Mulliken charge in e.
Atoms and positions in Å:
1 N -0.43445 -0.18037 1.41130  -0.858
2 C 0.19945 0.62493 0.28267  -0.491
3 C 0.11022 -0.19273 -0.93161  -0.354
4 O -1.19502 -0.65833 -1.07019  -0.895
5 H -1.15866 -0.42624 0.65572  0.398
6 H 0.10230 -1.12131 1.24721  0.250
7 H -0.20690 1.62495 0.22837  0.266
8 H 1.15882 0.95401 0.76988  0.243
9 H 0.36781 0.22640 -1.92773  0.293
10 H 1.05643 -0.85131 -0.66562  0.150

Results
**E_HOMO**: -2.7 eV
**SMILES string**: NCC[O-]
**HOMO-LUMO gap**: 7.6 eV
**Net charge**: -1


In order of decreasing stability: A, B.